Here is C24H23AsBr2N2O2Ru as an isolated structure in a non-equilibrium geometry from OMol25. Energies are from ωB97M-V/def2-TZVPD.

Element x y z (Å)
Ru (0.35295, 0.25103, -0.54940)
Br (1.08549, -4.12950, 1.68074)
C (-0.49440, -3.16145, 1.43997)
C (-1.71240, -3.64793, 1.96626)
C (-2.88347, -2.96223, 1.80493)
Br (-4.47384, -3.66038, 2.52054)
C (-2.90405, -1.72628, 1.09854)
C (-4.03939, -0.92814, 0.85132)
C (-3.91144, 0.23893, 0.14027)
C (-2.65036, 0.63895, -0.31013)
N (-1.57158, -0.08038, -0.07714)
C (-1.67956, -1.26276, 0.59559)
C (-0.47982, -1.97722, 0.74991)
O (0.63537, -1.45148, 0.18624)
H (-1.70687, -4.58610, 2.50414)
H (-5.00574, -1.24497, 1.21986)
H (-4.76684, 0.86354, -0.07171)
H (-2.51828, 1.56238, -0.85999)
C (-1.29006, -0.78305, -5.06471)
As (0.25222, -0.32265, -4.04504)
C (0.86896, 1.41772, -4.54934)
C (1.64574, -1.59975, -4.33500)
O (-0.21855, -0.35261, -2.41466)
H (-1.02833, -0.83968, -6.12043)
H (-2.05257, -0.02180, -4.91404)
H (-1.65989, -1.74772, -4.72335)
H (1.40657, 1.33975, -5.49403)
H (1.54593, 1.80464, -3.78929)
H (0.02236, 2.09072, -4.66803)
H (1.73386, -1.80491, -5.40108)
H (1.39440, -2.51533, -3.80311)
H (2.59075, -1.20553, -3.96593)
C (5.00635, 1.05837, 0.84850)
C (4.40447, 1.58752, 1.98227)
C (3.02432, 1.65861, 2.08958)
C (2.24999, 1.17134, 1.03973)
C (2.86542, 0.66941, -0.12335)
C (4.23509, 0.60373, -0.22376)
N (0.85486, 1.13491, 0.99324)
C (0.06204, 1.41783, 2.13834)
C (-0.99415, 2.31655, 2.03441)
C (-1.81229, 2.53193, 3.13064)
C (-1.58943, 1.83666, 4.31240)
C (-0.53781, 0.93374, 4.40512)
C (0.30370, 0.72577, 3.32491)
H (6.08511, 1.01381, 0.78616)
H (5.01772, 1.95740, 2.79248)
H (2.55893, 2.08519, 2.96666)
H (2.31647, 0.35902, -1.04369)
H (4.70872, 0.21751, -1.11507)
H (-1.13878, 2.87367, 1.11671)
H (-2.61844, 3.25038, 3.06697)
H (-2.23151, 2.00474, 5.16635)
H (-0.36880, 0.38953, 5.32446)
H (1.11087, 0.00659, 3.38504)

Output
Charge = +2
HOMO-LUMO gap (alpha / beta) = 6.11 / 5.25 eV
Molecular weight = 707.26 g mol⁻¹
F_max = 0.03053 hartree/bohr

---

Here is C12H12Br36 as an isolated structure in a non-equilibrium geometry from OMol25. Energies are from ωB97M-V/def2-TZVPD.

Element x y z (Å)
C (-26.74296, -5.75018, 9.52669)
Br (-27.63023, -7.16421, 8.54582)
Br (-24.81779, -5.78933, 9.28070)
Br (-27.15838, -5.57014, 11.33533)
H (-27.06584, -4.85722, 8.98314)
C (-19.00631, -4.85880, 2.39978)
Br (-19.08873, -6.77662, 2.27260)
Br (-17.31489, -4.18780, 1.76078)
Br (-19.40123, -4.36309, 4.25701)
H (-19.77664, -4.45652, 1.77623)
C (-23.65902, 2.42513, 8.07354)
Br (-22.30328, 2.94454, 9.32692)
Br (-25.41028, 3.07479, 8.34403)
Br (-23.71707, 0.48138, 7.90921)
H (-23.41609, 2.83848, 7.12847)
C (-25.94414, -0.38127, 1.82916)
Br (-24.66397, -0.04518, 3.15010)
Br (-26.97212, -2.00773, 2.22411)
Br (-25.18769, -0.48019, 0.07963)
H (-26.65294, 0.43014, 1.69083)
C (-21.76049, -7.72996, 7.95598)
Br (-21.69969, -7.31906, 6.00142)
Br (-21.27950, -6.11325, 8.88026)
Br (-20.46194, -9.15837, 8.20476)
H (-22.72890, -8.09816, 8.16550)
C (-20.46093, 3.23646, 4.11168)
Br (-21.62690, 1.97265, 3.39292)
Br (-21.04657, 4.04485, 5.77783)
Br (-20.08826, 4.59676, 2.78003)
H (-19.40485, 2.81309, 4.30958)
C (-18.74831, 1.87443, 8.50836)
Br (-17.13667, 2.59091, 9.07883)
Br (-19.58980, 0.70611, 9.87038)
Br (-18.63618, 0.90233, 6.85166)
H (-19.51665, 2.64089, 8.31541)
C (-22.07675, -2.19463, 12.19755)
Br (-23.45509, -3.46087, 11.99725)
Br (-20.43664, -2.61951, 11.13987)
Br (-21.67046, -1.98688, 14.04661)
H (-22.36610, -1.30782, 11.63158)
C (-27.25955, -0.95566, 8.00792)
Br (-29.11861, -1.33468, 7.83478)
Br (-26.47595, -1.53193, 6.34810)
Br (-26.58992, -1.67095, 9.63794)
H (-27.22467, 0.09295, 8.05938)
C (-17.15258, -3.39309, 8.06329)
Br (-18.96138, -2.88588, 7.58538)
Br (-16.40204, -2.13059, 9.30901)
Br (-16.02410, -3.56772, 6.52616)
H (-17.16759, -4.40836, 8.36461)
C (-25.61855, 5.21435, 4.26912)
Br (-24.11653, 5.98257, 3.34256)
Br (-25.65142, 5.88442, 6.03328)
Br (-25.63560, 3.29753, 4.26730)
H (-26.45058, 5.53955, 3.70726)
C (-22.60451, -3.18409, 5.77573)
Br (-22.02755, -1.54056, 5.09124)
Br (-24.09977, -3.91372, 4.80138)
Br (-23.11951, -3.03568, 7.56971)
H (-21.87019, -3.89721, 5.75474)

Output
HOMO-LUMO gap = 9.76 eV
Molecular weight = 3032.77 g mol⁻¹
F_max = 0.05528 hartree/bohr
Relative energy (zero: lowest compared OMol25 entry of this formula, charge and spin) = 0.0 kJ/mol

---

Here is a 2-piece molecular cluster, C6H12Br overall in a non-equilibrium geometry from OMol25. Energies are from ωB97M-V/def2-TZVPD.

Element x y z (Å)
Br (-3.18407, 3.88589, -2.20895)
H (-1.90471, 4.07181, -1.59300)
C (-0.93636, -0.12300, -0.45285)
C (0.26843, -0.16332, -1.28514)
C (1.37186, -1.02592, -0.74110)
C (1.30530, -1.27399, 0.85596)
C (0.11626, -0.63869, 1.74994)
C (-0.87184, 0.18833, 0.97711)
H (-1.68034, 0.61868, -0.94313)
H (-0.01783, -0.36951, -2.32177)
H (0.67688, 0.85399, -1.43397)
H (1.26703, -1.96343, -1.33431)
H (2.39491, -0.64769, -0.92242)
H (1.28793, -2.37873, 1.01893)
H (2.30579, -0.98027, 1.31459)
H (-0.52966, -1.40933, 2.23026)
H (0.63600, -0.10525, 2.56717)
H (-0.61842, 1.25345, 1.13585)
H (-1.88714, 0.20698, 1.38685)

Output
HOMO-LUMO gap (alpha / beta) = 8.44 / 10.96 eV
Expectation value of S² = 0.754
Multiplicity = 2
Molecular weight = 164.07 g mol⁻¹
F_max = 0.07302 hartree/bohr
Relative energy (zero: lowest compared OMol25 entry of this formula, charge and spin) = 188.2 kJ/mol

---

Here is a 8-piece molecular cluster, C21H53FN2O8PS overall in a non-equilibrium geometry from OMol25. Energies are from ωB97M-V/def2-TZVPD.

Element x y z (Å)
C (-6.10543, -0.52387, 1.67516)
C (-5.51936, -1.80217, 1.05709)
F (-6.43929, -2.44557, 0.22742)
C (-5.00682, -2.78320, 2.08772)
C (-3.65616, -3.07060, 2.18174)
P (-2.25952, -2.52956, 1.08785)
C (-2.18643, -0.72838, 1.27946)
O (-3.01224, -2.73405, -0.36341)
C (-3.26904, -3.92397, 3.20849)
N (-4.16953, -4.42237, 4.02985)
N (-5.47234, -4.22844, 3.95215)
C (-5.89434, -3.42883, 2.99819)
S (-7.64333, -3.17042, 3.03165)
H (-5.92438, -0.52374, 2.75216)
H (-7.18453, -0.54605, 1.54348)
H (-5.66070, 0.36264, 1.23487)
H (-4.67703, -1.53142, 0.41957)
H (-1.35457, -0.50417, 1.94564)
H (-3.10435, -0.23845, 1.59792)
H (-1.91261, -0.35662, 0.29268)
H (-2.51338, -2.29457, -1.06289)
H (-2.23699, -4.21841, 3.35151)
H (-3.88479, -5.03830, 4.78212)
H (-7.84558, -3.51806, 1.75611)
C (2.40980, 0.84531, -0.44114)
C (2.18442, -0.58410, 0.00578)
O (0.79429, -0.88576, 0.19568)
H (1.99172, 1.54355, 0.28550)
H (3.47381, 1.05625, -0.55461)
H (1.91965, 1.03435, -1.40015)
H (2.65775, -0.76794, 0.96819)
H (2.61155, -1.28152, -0.72037)
H (0.36878, -0.74134, -0.65553)
C (-6.74372, -6.20861, -1.54376)
C (-6.10163, -6.21616, -0.17140)
O (-5.15789, -5.15250, -0.01331)
H (-5.98095, -6.28597, -2.31804)
H (-7.43910, -7.04079, -1.65370)
H (-7.29538, -5.27982, -1.70846)
H (-5.54093, -7.13563, -0.01300)
H (-6.87040, -6.15388, 0.60892)
H (-5.63137, -4.32693, -0.16632)
C (-7.42359, 4.27178, 2.04768)
C (-6.46690, 3.16257, 2.43235)
O (-5.68494, 2.71337, 1.31835)
H (-8.09323, 3.94079, 1.25396)
H (-8.02282, 4.58009, 2.90420)
H (-6.87774, 5.14479, 1.68427)
H (-7.01284, 2.28649, 2.78105)
H (-5.80100, 3.48952, 3.23582)
H (-5.17911, 3.46434, 0.99070)
C (3.98151, 4.57392, -0.72153)
C (5.39022, 4.01651, -0.79018)
O (5.42152, 2.73892, -1.42748)
H (3.33286, 3.88309, -0.18202)
H (3.95478, 5.54223, -0.22113)
H (3.57208, 4.70129, -1.72646)
H (5.79650, 3.86476, 0.20841)
H (6.04739, 4.71388, -1.32181)
H (5.08020, 2.85251, -2.32042)
C (-4.89361, 1.26403, -3.04632)
C (-4.12419, 0.35710, -2.10725)
O (-3.77106, 1.00999, -0.88692)
H (-4.30956, 2.15552, -3.27397)
H (-5.12903, 0.75291, -3.97991)
H (-5.83132, 1.58390, -2.58685)
H (-3.18263, 0.04842, -2.56410)
H (-4.70765, -0.54782, -1.89373)
H (-4.58650, 1.29411, -0.45695)
C (8.81811, 1.80894, -2.72035)
C (9.55487, 2.36575, -1.51815)
O (9.58009, 3.79105, -1.51673)
H (9.28071, 2.15566, -3.64487)
H (8.82456, 0.71810, -2.71396)
H (7.77995, 2.14849, -2.71270)
H (10.59593, 2.04856, -1.52432)
H (9.09719, 2.00573, -0.58992)
H (8.66854, 4.09774, -1.49595)
C (13.41618, 1.89017, -0.75143)
C (13.28170, 0.40836, -0.45615)
O (13.80057, -0.40695, -1.50186)
H (12.91288, 2.13823, -1.68615)
H (12.98166, 2.48940, 0.04981)
H (14.46637, 2.17071, -0.85848)
H (12.23216, 0.13006, -0.36322)
H (13.77694, 0.16264, 0.48961)
H (14.73461, -0.20156, -1.60577)

Output
Charge = +1
HOMO-LUMO gap = 6.51 eV
Molecular weight = 543.70 g mol⁻¹
F_max = 0.02247 hartree/bohr
Relative energy (zero: lowest compared OMol25 entry of this formula, charge and spin) = 0.0 kJ/mol

---

Here is an isolated ion of composition C26H29N2 and charge +1 in a non-equilibrium geometry from OMol25. Energies are from ωB97M-V/def2-TZVPD.

Element x y z (Å)
C (-5.06620, -3.54917, -2.12163)
C (-3.75421, -2.87821, -1.87842)
C (-3.71992, -1.56666, -1.39973)
C (-2.53726, -0.82306, -1.34571)
C (-1.31735, -1.41312, -1.62229)
C (-0.04985, -0.51519, -1.47284)
C (1.24999, -1.30323, -1.55431)
C (2.40477, -0.75460, -2.13792)
C (3.60820, -1.46208, -2.12917)
C (3.62390, -2.82586, -1.80862)
C (4.86888, -3.63290, -2.00258)
C (2.45198, -3.39995, -1.31295)
C (1.31092, -2.62485, -1.10269)
N (-0.02842, 0.42650, -0.29696)
C (0.69635, 1.57285, -0.46058)
C (0.74357, 2.57328, 0.49381)
C (0.03391, 2.37545, 1.70419)
C (-0.60130, 1.11980, 1.91901)
C (-0.58255, 0.16064, 0.91572)
C (-1.31901, 0.90700, 3.22691)
C (-0.96983, 1.88216, 4.35825)
C (-0.80210, 3.28503, 3.83945)
N (0.08544, 3.31491, 2.70285)
C (0.51224, 4.67334, 2.46546)
C (1.70872, 4.71062, 1.55752)
C (1.47501, 3.86807, 0.29124)
C (-1.37089, -2.71235, -2.18445)
C (-2.53639, -3.48494, -2.20178)
H (-4.94462, -4.63269, -2.17375)
H (-5.78078, -3.29880, -1.33358)
H (-5.48453, -3.22343, -3.08769)
H (-4.63266, -1.08139, -1.02064)
H (-2.55363, 0.21757, -1.03896)
H (-0.02027, 0.11596, -2.37936)
H (2.36015, 0.24800, -2.58474)
H (4.53746, -0.94634, -2.40402)
H (4.63509, -4.70428, -1.99302)
H (5.34727, -3.31915, -2.94140)
H (5.60816, -3.47023, -1.21379)
H (2.44055, -4.45965, -1.05355)
H (0.42520, -3.09830, -0.68386)
H (1.19375, 1.61022, -1.42896)
H (-0.95795, -0.86597, 1.03975)
H (-1.16474, -0.11924, 3.58110)
H (-2.39668, 1.04029, 3.05925)
H (-1.76323, 1.93163, 5.10688)
H (-0.04948, 1.55913, 4.84577)
H (-1.76966, 3.70442, 3.50541)
H (-0.37983, 3.96781, 4.59531)
H (-0.33843, 5.22301, 2.01722)
H (0.73879, 5.12464, 3.44319)
H (1.89530, 5.76000, 1.30617)
H (2.58016, 4.31693, 2.08121)
H (0.88786, 4.50247, -0.38234)
H (2.43943, 3.68534, -0.19436)
H (-0.48119, -3.16464, -2.60933)
H (-2.49008, -4.54680, -2.49967)

Output
Charge = +1
HOMO-LUMO gap = 8.51 eV
SMILES string = Cc1ccc(C(c2ccc(C)cc2)[n+]2cc3c4c(c2)CCCN4CCC3)cc1
Molecular weight = 369.53 g mol⁻¹
F_max = 0.03609 hartree/bohr
Relative energy (zero: lowest compared OMol25 entry of this formula, charge and spin) = 0.0 kJ/mol

---

Here is a 4-piece molecular cluster, C21H24BFN4O13 overall in a non-equilibrium geometry from OMol25. Energies are from ωB97M-V/def2-TZVPD.

Element x y z (Å)
C (-4.07409, 3.67960, -0.14297)
B (-2.83302, 2.94098, -0.92146)
O (-2.25505, 3.63501, -2.06362)
C (-2.24863, 1.50002, -0.39199)
C (-2.89417, 0.10523, -0.74237)
C (-2.20397, -1.15892, -0.17904)
O (-2.77818, -2.46524, -0.47929)
N (-3.88164, -2.63598, 0.32618)
O (-4.40799, -3.66889, 0.04690)
C (-0.89571, -1.07474, 0.71175)
N (-0.33176, -2.32473, 1.14593)
C (0.85323, -2.15971, 1.91624)
N (1.56940, -3.34788, 2.39471)
C (1.02528, -3.90666, 3.66484)
C (1.81465, -4.34406, 1.34661)
C (2.89067, -3.92533, 0.20072)
O (1.25954, -5.46156, 1.20474)
C (1.41744, -0.75514, 2.27243)
F (2.60460, -0.73452, 3.09049)
N (0.91100, 0.51252, 1.88687)
C (-0.25589, 0.28629, 1.07399)
C (-0.97856, 1.58299, 0.50518)
H (-3.96117, 3.54106, 0.98985)
H (-3.94774, 4.81417, -0.34051)
H (-5.07737, 3.31216, -0.56255)
H (-2.48808, 4.59189, -1.97129)
H (-3.83629, 0.01447, -1.37935)
H (0.10002, -3.26356, 3.94336)
H (1.76154, -3.74708, 4.54511)
H (0.65533, -4.98258, 3.61620)
H (2.27837, -3.80938, -0.77632)
H (3.31652, -2.87156, 0.40942)
H (3.72046, -4.70283, 0.07213)
H (-0.52163, 2.60581, 0.76135)
O (4.09152, -1.71923, -1.34711)
C (4.90460, -2.40688, -1.90004)
O (6.24996, -2.22598, -1.81269)
C (6.86353, -3.36043, -2.40890)
C (5.80170, -3.87066, -3.33454)
O (4.59881, -3.46714, -2.69527)
H (7.77565, -3.07669, -2.93603)
H (7.11588, -4.07924, -1.62388)
H (5.84962, -3.40597, -4.32371)
H (5.83549, -4.95503, -3.45059)
O (6.94026, 2.64327, 1.63082)
C (6.04894, 1.94579, 1.23422)
O (5.86898, 0.64688, 1.59822)
C (4.59705, 0.24696, 1.10339)
C (4.36329, 1.19310, -0.03326)
O (5.08663, 2.35183, 0.36040)
H (4.61597, -0.79495, 0.78061)
H (3.85893, 0.35893, 1.89823)
H (4.77393, 0.82308, -0.97723)
H (3.30570, 1.42332, -0.17308)
O (-6.92571, 2.86571, -0.29732)
C (-7.62350, 3.81787, -0.51187)
O (-7.86807, 4.32773, -1.74953)
C (-8.90359, 5.29002, -1.60752)
C (-8.79494, 5.69282, -0.16856)
O (-8.27082, 4.52732, 0.45163)
H (-8.75057, 6.12876, -2.28839)
H (-9.86153, 4.81510, -1.83853)
H (-8.09473, 6.51957, -0.01679)
H (-9.76009, 5.96228, 0.26312)

Output
HOMO-LUMO gap = 7.57 eV
SMILES string = CB(O)c1cc(ON=O)c2nc(N(C)C(C)=O)c(F)nc2c1.O=C1OCCO1.O=C1OCCO1.O=C1OCCO1
Molecular weight = 570.25 g mol⁻¹
F_max = 0.12628 hartree/bohr